# C4H9NS

One molecule with the formula C4H9NS at a distorted geometry (ωB97M-V/def2-TZVPD, the Open Molecules 2025 dataset).

```
15
Properties=species:S:1:pos:R:3:forces:R:3
S -1.1712 0.8448 -0.3266 0.8 0.9 -0.4
H 1.9143 -0.5652 1.3062 -0.5 0.3 -0.6
H -4.0398 -1.1139 0.1053 0.0 0.1 -0.4
C -3.3698 -0.3423 -0.2752 1.2 0.3 1.3
H 1.7303 -0.3482 -1.7813 0.4 0.7 1.0
C 2.1976 -0.1062 -0.7846 0.0 0.3 -0.2
H 0.7714 1.7369 0.5989 -0.5 -1.0 0.5
C 0.2918 0.7239 0.7421 -0.4 0.0 0.6
H 2.5936 0.9394 -0.6962 -0.3 -0.8 -0.5
H 3.0380 -0.7849 -0.6585 0.2 0.0 -0.3
C 1.2779 -0.3840 0.3996 0.9 0.4 0.6
H 0.7835 -1.3101 0.2154 -0.7 -0.7 0.0
N -2.1546 -0.3915 0.1829 -1.9 -0.3 -0.6
H -3.7830 0.5371 -0.8217 0.3 -0.8 0.1
H -0.0800 0.5641 1.7937 0.4 0.6 -1.0
```
Positions in Å, forces in eV/Å.

net charge: 0
SMILES string: C=NSCCC
energy relative to the best compared isomer or geometry (same formula, charge and spin): 1.422 eV
orbital gap: 0.344 hartree

Results of the natural (NBO) charge analysis, in e, for atoms 1 through 4: number 1, S, carries 0.3973; number 2, H, carries 0.1993; number 3, H, carries 0.1831; number 4, C, carries -0.1071

---

# C26H23AsN4PtS2

C26H23AsN4PtS2 as an isolated structure at a distorted geometry (ωB97M-V/def2-TZVPD, the Open Molecules 2025 dataset).

```
57
Properties=species:S:1:pos:R:3:forces:R:3
C -2.5126 -1.7069 0.7210 0.4 0.1 0.3
C 0.2895 4.1487 -0.4634 3.2 -0.2 -0.2
H 0.8682 0.3770 4.6232 0.0 0.1 0.0
C -2.1873 4.4489 -0.4305 1.3 -0.1 0.0
C 1.1043 -2.5397 -0.9651 0.0 0.2 -0.2
C -4.3417 -2.0642 -0.7911 -0.1 0.0 0.0
N 4.7457 2.9764 -0.9832 -0.3 0.3 0.2
C 3.4334 2.6967 -0.7452 -0.2 -2.0 -0.1
H 1.7353 -1.8045 5.3714 0.0 0.0 0.1
C -1.0210 3.6466 -0.5105 -2.3 -1.4 -0.2
C -3.4798 -1.9356 -1.8698 -0.1 0.1 -0.1
H -2.1260 -1.6141 1.7310 0.0 0.0 0.0
H 5.4267 2.3256 -0.6258 -0.1 0.0 -0.1
C 1.1841 -4.9044 -1.4099 0.0 0.0 0.0
H -2.4135 0.6761 -0.8627 0.0 0.1 0.0
C 1.4203 -1.6727 4.3463 0.0 0.0 0.0
C 2.5161 -4.7979 -1.7776 0.0 -0.1 0.0
N 1.2690 3.2444 -0.6279 -2.1 0.6 0.1
C 1.5099 -2.7276 3.4490 0.0 -0.2 -0.1
Pt 0.7235 1.3498 -0.5261 0.6 -0.5 0.2
H -3.8588 -2.0148 -2.8776 0.0 0.0 -0.1
S 3.0206 0.9763 -0.6310 -0.2 0.5 0.0
H -1.4535 -1.5360 -2.4839 -0.2 0.0 0.0
As 0.2100 -0.9890 -0.1757 -0.1 -0.5 0.8
H 2.9224 -1.4698 -1.3403 0.0 -0.1 -0.1
H 0.6922 -5.8650 -1.4252 0.0 -0.1 0.0
C -3.4263 3.8813 -0.5074 -0.4 -1.1 -0.1
H 4.1716 -3.4743 -2.0541 0.1 0.0 0.0
H 1.8948 -3.6843 3.7677 0.0 -0.1 0.0
C 0.6325 -1.3177 1.6966 0.3 0.0 0.2
C 0.4813 -3.7831 -1.0024 -0.3 0.2 0.1
C -2.3677 1.7508 -0.7410 -0.3 -0.5 0.1
H 0.1947 5.8969 0.7446 0.0 0.0 0.0
H -2.0800 5.5149 -0.3165 0.1 0.1 0.1
H 3.0699 -5.6812 -2.0635 0.0 0.0 -0.1
C -1.6468 -1.5551 -0.3533 0.0 0.3 -0.3
H 1.2121 -3.3592 1.4252 0.0 0.0 0.1
C 1.1219 -2.5422 2.1322 0.0 -0.2 -0.2
H -4.3196 4.4834 -0.4442 0.0 0.1 0.0
H -0.5558 -3.8739 -0.6957 0.1 -0.1 0.0
C 0.9395 -0.4488 3.9312 0.1 -0.3 0.1
C -3.8575 -1.9587 0.5007 0.0 0.0 0.0
C 0.5413 -0.2503 2.6071 -0.3 0.4 -0.3
N -1.1524 2.2779 -0.6669 0.4 1.2 -0.1
C -2.1407 -1.6725 -1.6519 0.3 0.0 0.0
H -4.5292 -2.0694 1.3395 0.0 0.0 0.1
N 2.5451 3.6220 -0.6838 0.6 1.9 -0.1
C 0.6159 5.5884 -0.2133 0.0 -0.2 -0.1
H -4.4850 1.9935 -0.7175 -0.1 -0.1 -0.1
C 2.4329 -2.4366 -1.3600 0.0 0.3 0.1
H 4.9965 3.9509 -0.9698 0.1 0.0 0.1
S -0.0916 1.2982 2.1402 -0.1 0.2 -0.2
H -5.3940 -2.2395 -0.9559 -0.1 -0.1 0.0
C -3.5283 2.4867 -0.6675 0.1 0.9 0.1
H 0.2155 6.2345 -0.9943 -0.1 0.0 0.0
H 1.6965 5.7069 -0.1826 -0.1 0.0 0.0
C 3.1356 -3.5614 -1.7612 0.1 0.0 0.0
```
Positions in Å, forces in eV/Å.

net charge: 0
energy relative to the best compared isomer or geometry (same formula, charge and spin): 0.966 eV
orbital gap (spin up / spin down): 0.195 / 0.195 hartree

Results of the natural (NBO) charge analysis, in e, for atoms 1 through 4: number 1, C, carries -0.2276; number 2, C, carries 0.1997; number 3, H, carries 0.2206; number 4, C, carries -0.2185

---

# C5H7NO2

One molecule with the formula C5H7NO2 at a distorted geometry (ωB97M-V/def2-TZVPD, the Open Molecules 2025 dataset).

```
15
Properties=species:S:1:pos:R:3:forces:R:3
H -1.9988 0.3179 0.9504 0.1 0.1 0.2
C 0.2016 -1.2928 0.2051 1.0 3.1 -0.1
C 1.0532 0.6515 0.8995 -2.3 0.7 -1.4
O 1.4235 -1.1391 -0.5896 -1.3 -0.3 0.6
C 0.1618 1.0184 -0.4141 2.0 -4.8 1.3
H 2.4264 0.5819 -0.9730 0.6 0.5 -0.3
N -2.0197 -0.2196 0.1009 -0.3 -0.4 0.2
H -0.8149 -0.5881 -1.5635 -0.2 0.0 -0.4
H 1.1393 1.3982 1.7243 0.9 -0.7 -1.2
C -0.7328 -0.2680 -0.5357 -0.3 0.4 0.5
H -2.7648 0.1162 -0.4791 -0.1 0.2 -0.3
H -0.0409 1.9929 -0.7467 -0.2 0.9 -0.6
O 0.4959 -0.5302 1.3748 0.1 -1.2 1.1
C 1.5411 0.2508 -0.4955 0.1 1.6 1.0
H -0.0710 -2.2899 0.5423 0.0 0.1 -0.7
```
Positions in Å, forces in eV/Å.

net charge: 0
SMILES string: N[C@@H]1[C@H]2O[C@@H]3[C@H](O2)[C@H]13
energy relative to the best compared isomer or geometry (same formula, charge and spin): 2.666 eV
orbital gap: 0.360 hartree

Results of the natural (NBO) charge analysis, in e, for atoms 1 through 4: number 1, H, carries 0.3658; number 2, C, carries 0.3294; number 3, C, carries 0.0240; number 4, O, carries -0.4946

---

# C4H8FINO

An isolated ion of composition C4H8FINO and charge +1 at a distorted geometry (ωB97M-V/def2-TZVPD, the Open Molecules 2025 dataset).

```
16
Properties=species:S:1:pos:R:3:forces:R:3
I 3.8054 0.1215 -0.2226 -1.4 -1.2 -0.6
H -1.2502 1.1793 1.3240 0.1 -0.7 -1.4
C -1.6146 -0.7536 1.7198 1.6 -1.0 2.9
N -1.0932 0.2562 0.8581 2.6 2.3 -1.2
H 0.7437 -1.0892 -1.4903 0.1 0.8 -1.4
C -0.0485 0.1983 0.0470 -2.3 0.4 0.8
H 2.1415 -2.1355 0.4060 1.0 -2.0 -0.3
H -0.6946 -1.2635 2.1822 -1.4 0.3 -0.4
F 1.7651 -0.5802 1.4862 -0.6 -0.1 1.2
C 1.9754 -1.1277 0.2282 -0.4 2.5 0.5
O -0.3579 -2.0635 -0.2453 0.2 -0.8 2.7
H 0.3868 1.1054 -0.2797 0.2 1.1 -0.1
H -1.9640 -0.1884 2.5799 -0.6 -0.3 0.0
H -2.3560 -1.4619 1.3966 -0.2 0.1 -0.6
H -0.5189 -2.0193 0.7471 0.1 -1.2 -2.0
C 0.5400 -1.0370 -0.4542 1.1 -0.2 -0.1
```
Positions in Å, forces in eV/Å.

net charge: +1
SMILES string: C/[NH+]=C\[C@H](O)[C@H](F)I
energy relative to the best compared isomer or geometry (same formula, charge and spin): 0.806 eV
orbital gap: 0.297 hartree

Results of the natural (NBO) charge analysis, in e, for atoms 1 through 4: number 1, I, carries 0.1797; number 2, H, carries 0.4500; number 3, C, carries -0.4701; number 4, N, carries -0.4234

---

no.,E_tot (a.u.)
1,-610.701430
2,-4375.088219
3,-399.867600
4,-684.416106